1.
Here is a 2-piece molecular cluster, C5H4NO3 overall from OMol25. Energies are from ωB97M-V/def2-TZVPD.

CARTESIAN COORDINATES (ANGSTROEM)
C -0.17 -1.16 0.18
C 0.69 -0.22 -2.76
C -0.85 0.95 1.16
C -0.19 -0.37 1.52
C 0.57 0.70 0.74
N 0.50 -0.21 -0.49
O 1.80 -0.06 -2.75
O -0.71 -2.19 -0.17
O -0.40 -0.39 -3.06
H -1.56 0.94 0.22
H -1.10 1.49 2.04
H 0.01 -0.73 2.49
H 1.40 1.25 0.88

Properties
Spin multiplicity: 1
HOMO-LUMO gap, eV: 7.271
Net charge: -1

2.
Here is a 2-piece molecular cluster, C5H4NO3 overall from OMol25. Energies are from ωB97M-V/def2-TZVPD.

CARTESIAN COORDINATES (ANGSTROEM)
C -0.17 0.90 1.05
C 0.06 0.80 -0.32
C 0.67 -0.01 1.65
C 1.05 -0.18 -0.51
C 1.63 -0.61 -1.67
N 2.75 -1.29 -1.86
O 2.85 -2.37 -2.44
O 3.76 -0.59 -1.57
O 1.40 -0.67 0.75
H -0.86 1.55 1.56
H -0.41 1.35 -1.12
H 0.82 -0.25 2.68
H -0.57 -2.36 -2.77

Properties
Spin multiplicity: 1
HOMO-LUMO gap (alpha / beta), eV: 5.674 / 7.668
Net charge: -1

Relative energy (zero: lowest compared OMol25 entry of this formula, charge and spin): 206.90, 829.54 (kJ/mol)
F_max: 6.3, 2.1 (eV/Å)